# 1
The following is a DFT calculation (ωB97M-V/def2-TZVPD) of a 2-piece molecular cluster, C3H3NO overall.

Last column: Mulliken charge in e.
CARTESIAN COORDINATES (ANGSTROEM)
O 1.917 0.125 -0.294  -0.459
H -1.002 2.150 -0.986  0.299
H 1.517 -0.530 0.295  0.360
H -1.160 -1.421 -0.257  0.284
N -0.925 -1.347 1.974  -0.324
C -0.043 1.551 -1.033  -0.443
C 0.853 0.869 -0.585  0.241
C -1.158 -1.397 0.886  0.042

Values from the calculation:
* LUMO: 0.649 eV
* multiplicity: 1
* charge: 0

---

# 2
The following is a DFT calculation (ωB97M-V/def2-TZVPD) of a single C3H3NO molecule.

Last column: Mulliken charge in e.
CARTESIAN COORDINATES (ANGSTROEM)
H 1.731 -0.627 -1.733  0.199
H 0.891 0.314 0.329  0.295
C 0.109 0.034 -0.351  -0.140
C 0.514 -0.581 -1.674  0.042
H -2.272 0.413 1.846  0.286
N -0.986 0.285 0.243  -0.037
O -0.251 -1.014 -2.544  -0.511
C -1.723 0.712 1.071  -0.134

Values from the calculation:
* LUMO: -0.014 eV
* multiplicity: 1
* charge: 0

---

# 3
The following is a DFT calculation (ωB97M-V/def2-TZVPD) of a 2-piece molecular cluster, C3H3NO overall.

Last column: Mulliken charge in e.
CARTESIAN COORDINATES (ANGSTROEM)
N -0.902 1.428 -0.847  -0.378
H 2.115 -0.526 -0.364  0.228
C -0.761 1.427 0.428  -0.040
H -0.570 2.035 1.216  0.332
H -1.406 -0.789 -0.137  0.390
O 1.193 -2.435 -0.077  -0.358
C -0.902 0.130 -0.020  -0.247
C 1.234 -1.269 -0.200  0.073

Values from the calculation:
* LUMO (spin up / spin down): 0.293 / 0.634 eV
* multiplicity: 1
* charge: 0

---

Asked for relative energy (zero: lowest compared OMol25 entry of this formula, charge and spin) across the records above, the calculation gives 3.194, 3.173, 5.746 eV in order.